C26H29N8Ni | wB97M-V/def2-TZVPD

Calculated values
Calculated total energy (hartree): -2954.30743
Max |F| (eV/Å): 0.49
HOMO (alpha / beta) (eV): -9.71 / -9.69
Energy relative to the best compared isomer or geometry (same formula, charge and spin) (kcal per mole): 5.6

ORCA input file:
```
! RIJCOSX wB97M-V def2-TZVPD def2/J DEFGRID3
* xyz 1 1
Ni -0.799 1.559 0.259
N 0.153 3.056 0.985
N 1.208 -2.137 1.364
N 0.201 0.106 1.271
N -2.118 0.392 -0.440
N -1.940 4.016 0.599
N -2.159 2.818 0.226
N 3.080 1.432 -2.045
N 0.700 1.344 -1.389
C 2.006 4.336 1.728
C -2.561 -1.912 0.231
C -4.531 0.374 -0.963
C 0.921 -4.436 2.141
C -1.143 -1.469 -1.664
C -0.960 -2.834 -1.839
C -4.545 3.128 -0.268
C -0.615 4.166 0.981
C 1.050 -2.982 2.561
C 1.219 5.486 1.721
C -5.685 2.518 -0.690
C 2.286 -2.483 0.424
C 2.096 -4.846 1.256
C 1.433 3.140 1.351
C -0.107 5.407 1.348
C -5.659 1.140 -1.036
C -1.583 -3.740 -0.990
C -1.953 -1.001 -0.632
C -3.315 0.973 -0.528
C -2.382 -3.275 0.045
C 1.815 1.389 -1.698
C 0.683 -0.944 1.328
C 3.511 2.319 -3.125
C 2.176 -3.946 0.026
C 4.098 0.825 -1.195
C -3.363 2.361 -0.183
H 1.993 -5.888 0.952
H 2.192 -1.829 -0.443
H -4.515 4.174 0.005
H 1.927 -2.846 3.203
H -0.761 6.266 1.328
H -6.613 3.067 -0.765
H 1.280 -4.075 -0.586
H -4.551 -0.668 -1.246
H -0.017 -4.565 1.595
H 2.648 2.628 -3.707
H 3.042 4.365 2.035
H -2.876 -3.975 0.707
H 3.038 -4.206 -0.591
H 4.691 0.112 -1.769
H 4.009 3.203 -2.721
H -3.179 -1.542 1.040
H 3.252 -2.292 0.908
H -0.675 -0.752 -2.327
H -6.577 0.679 -1.380
H 1.644 6.438 2.010
H 3.028 -4.776 1.827
H -1.454 -4.804 -1.141
H 1.980 2.207 1.355
H 0.173 -2.633 3.103
H 0.870 -5.058 3.036
H 4.760 1.592 -0.790
H 3.618 0.302 -0.371
H 4.202 1.786 -3.777
H -0.344 -3.192 -2.655
*
```

natural (NBO) atomic charge list, values in e, 8 entries: 1.078, -0.499, -0.468, -0.549, -0.586, -0.255, -0.159, -0.462

C36H56N2O21 | wB97M-V/def2-TZVPD

Calculated values
Calculated total energy (hartree): -3094.84477
Structure (SMILES): C[C@H]1COC(=O)O1.C[C@H]1COC(=O)O1.C[C@H]1COC(=O)O1.C[C@H]1COC(=O)O1.C[C@H]1COC(=O)O1.C[C@H]1COC(=O)O1.C[C@H]1COC(=O)O1.CCCC#N.CCCC#N
Max |F| (eV/Å): 6.80
HOMO (eV): -10.59
Energy relative to the best compared isomer or geometry (same formula, charge and spin) (kcal per mole): 21.5

ORCA input file:
```
! RIJCOSX wB97M-V def2-TZVPD def2/J DEFGRID3
* xyz 0 1
O 5.353 -1.218 -1.238
O 2.836 0.935 -3.717
O -1.407 4.624 1.213
O 0.507 -0.229 0.987
O -0.902 1.052 -0.139
O -1.370 0.303 1.868
O -2.280 -4.826 1.304
O -1.394 5.938 -0.643
O -3.017 4.402 -0.182
O 4.076 -4.140 0.305
O 1.697 -0.761 -4.781
O 2.791 -3.186 1.934
O -0.214 -4.496 0.642
O 0.780 0.403 -3.226
O -5.809 1.659 1.588
O -5.043 0.494 -0.178
O 3.252 -5.474 1.789
O -1.808 -4.020 -0.659
O 3.409 -2.098 -2.016
O 3.494 -0.645 -0.281
O -5.502 -0.634 1.610
N 2.035 1.607 4.564
N -5.741 5.116 -2.152
C 2.392 3.102 -3.685
C 4.076 -1.441 -1.163
C -5.292 4.084 -2.290
C -1.443 -4.473 0.477
C 0.462 -0.934 2.242
C -2.155 3.661 1.779
C 2.395 3.871 1.876
C 4.303 0.026 1.903
C 1.120 1.321 -2.248
C 1.902 2.922 0.772
C 2.912 -7.433 0.458
C 1.775 0.092 -3.924
C -2.370 2.751 -3.012
C -0.864 -0.506 2.902
C -3.686 -1.115 -1.261
C -3.750 2.404 -3.518
C 2.469 1.863 -2.849
C 3.873 -6.298 0.912
C 1.575 3.831 3.218
C -0.685 -3.783 -1.483
C -0.584 0.433 0.859
C -1.897 -1.595 3.154
C -4.997 -0.856 -0.579
C 1.799 2.602 3.954
C 4.384 -5.425 -0.207
C -3.417 3.598 0.960
C -5.466 0.602 1.063
C -1.891 5.050 0.039
C 0.514 -3.902 -0.456
C -0.585 -2.449 -2.247
C 5.776 -0.434 -0.173
C -5.059 -1.646 0.748
C 4.470 0.165 0.392
C -4.901 2.648 -2.464
C 3.298 -4.180 1.393
C -2.390 3.904 3.263
H 3.480 -8.039 -0.165
H -3.686 -0.439 -2.100
H -5.747 2.031 -2.596
H -0.485 -4.700 -2.073
H -3.730 2.580 0.632
H -2.162 3.795 -2.719
H 2.431 4.831 1.364
H 0.942 -2.940 -0.116
H 3.478 0.651 2.231
H 5.171 0.473 2.280
H 3.387 3.713 2.187
H 6.351 -1.011 0.470
H -1.748 2.560 -3.860
H 2.024 -7.126 -0.166
H 3.169 2.136 -2.045
H -0.673 0.158 3.736
H -3.670 -2.172 -1.570
H 0.386 -2.539 -2.665
H 1.970 1.852 1.126
H -2.811 -0.788 -0.636
H -4.136 4.161 1.419
H 4.756 -6.694 1.421
H 2.386 2.954 -0.199
H 0.602 3.862 2.932
H -0.660 -1.488 -1.691
H -4.179 -2.105 1.120
H -3.101 4.682 3.620
H 0.851 3.339 0.598
H 3.266 3.298 -4.197
H 3.855 -5.650 -1.080
H -2.000 2.154 -2.146
H 4.222 1.184 0.058
H 1.759 4.643 3.870
H 2.713 -8.097 1.278
H 1.407 0.848 -1.275
H 4.308 -1.053 2.206
H 1.509 2.954 -4.298
H -2.734 -1.265 3.715
H 1.440 -0.728 2.723
H -1.512 2.850 1.657
H -5.752 -2.486 0.860
H 0.470 -2.042 2.060
H 2.145 4.012 -3.107
H 6.323 0.418 -0.450
H 0.424 2.147 -2.021
H -1.266 -2.426 -3.073
H 1.451 -4.534 -0.852
H -2.117 -2.183 2.210
H -1.402 4.176 3.640
H -4.496 2.443 -1.496
H 5.474 -5.542 -0.412
H -5.851 -1.088 -1.148
H -1.541 -2.427 3.833
H -2.799 2.972 3.667
H -4.027 3.062 -4.345
H -3.674 1.356 -3.811
*
```

Löwdin atomic charge list, values in e, 8 entries: 0.120, 0.107, 0.080, 0.079, 0.101, 0.093, 0.101, 0.123